## w
Below is a 2-piece molecular cluster, C9H14 overall, with properties calculated with ωB97M-V/def2-TZVPD.

Last column: natural (NBO) charge in e.
Geometry (Å):
C -2.53606 0.32509 1.11209  -0.6229
C 0.79934 -2.26174 1.05001  -0.3416
C -0.49923 -2.65309 0.52090  -0.2136
C 1.06595 -0.97403 1.67158  -0.4161
C -1.51966 -1.70154 0.54946  -0.4142
C -0.02824 -0.07304 1.66830  -0.2119
C -1.27074 -0.46788 1.24799  -0.1589
H 1.63915 -2.94048 1.05937  0.1706
H -0.57165 -3.75602 0.14644  0.1792
H 2.02823 -0.81040 2.19526  0.1836
H -2.48481 -1.99561 0.28380  0.1734
H -0.00368 0.98110 2.05338  0.1787
H -2.50038 1.47569 1.31843  0.1797
H -3.53018 -0.04802 1.54522  0.1875
H -2.94552 0.40538 0.02920  0.1623
C 1.20211 1.20351 -1.99431  -0.6286
C 1.81175 2.56581 -2.08616  -0.6111
H 1.33822 0.56259 -2.93855  0.1871
H 1.77143 0.78171 -1.10994  0.2197
H 0.12087 1.08550 -1.73596  0.2139
H 1.54309 3.02342 -3.02314  0.1850
H 1.69849 3.11231 -1.21268  0.2069
H 2.87154 2.15974 -2.35069  0.1913

LUMO (spin up / spin down)   3.73 / 3.62 eV
HOMO-LUMO gap (spin up / spin down)   2.94 / 6.97 eV
HOMO energy (spin up / spin down)   0.8 / -3.4 eV
Charge   -1
2S+1   2

***

## x
Below is a 2-piece molecular cluster, C9H14 overall, with properties calculated with ωB97M-V/def2-TZVPD.

Last column: natural (NBO) charge in e.
Geometry (Å):
C -1.03574 1.07069 -2.63899  -0.6270
C 1.32458 -1.03482 -0.51805  -0.2269
C 1.73913 -0.17037 0.45939  -0.3274
C 0.41904 -0.66700 -1.54528  -0.4545
C -0.10855 0.67210 -1.52755  -0.0955
C 1.30212 1.20123 0.38979  -0.4293
C 0.35416 1.56411 -0.58375  -0.2439
H 1.62436 -2.06587 -0.54789  0.1737
H 2.39285 -0.46923 1.26710  0.1787
H 0.02550 -1.43445 -2.19948  0.1717
H 1.73140 1.98976 0.99972  0.1720
H -1.72173 0.26808 -2.92561  0.1899
H -0.52193 1.48434 -3.52079  0.1755
H -0.01502 2.57466 -0.77787  0.1729
H -1.68996 1.90063 -2.33677  0.1868
C -1.41434 -1.92009 2.35357  -0.6190
C -1.47476 -0.45358 2.76505  -0.6188
H -0.44597 -2.12480 1.89758  0.2277
H -1.49220 -2.56515 3.22347  0.1798
H -2.24000 -2.14086 1.66929  0.1983
H -1.49286 -0.29774 3.84179  0.1778
H -2.38673 0.04514 2.44417  0.1945
H -0.57523 0.05916 2.43172  0.2430

LUMO (spin up / spin down)   4.04 / 3.94 eV
HOMO-LUMO gap (spin up / spin down)   3.13 / 7.24 eV
HOMO energy (spin up / spin down)   0.9 / -3.3 eV
Charge   -1
2S+1   2

***

List of relative energies, unit kJ/mol: w 143.8; x 0.0

***

## w
Below is C3H6N2OS in the gas phase, with properties calculated with ωB97M-V/def2-TZVPD.

Last column: natural (NBO) charge in e.
Geometry (Å):
C 0.56548 -0.21152 1.50488  -0.7934
S 0.04525 0.76833 0.01969  2.0057
C 0.62301 -0.11162 -1.41558  -0.9096
O 0.84603 1.96541 -0.04760  -0.9252
N -1.42935 1.17664 0.03965  -0.8526
C -2.23207 -0.23742 0.10257  0.3575
N -2.74325 -1.23656 -0.01075  -0.3897
H 1.49217 -0.60954 1.37716  0.2354
H 0.74585 0.44321 2.23279  0.2456
H -0.14380 -0.91940 1.71708  0.2401
H 1.59204 0.08822 -1.66301  0.2556
H 0.51230 -1.25749 -1.49317  0.2556
H 0.12634 0.14173 -2.36372  0.2751

SMILES string   CS(C)(=O)=NC#N
LUMO   0.51 eV
HOMO-LUMO gap   11.09 eV
HOMO energy   -10.6 eV
Charge   0
2S+1   1

***

## x
Below is a 2-piece molecular cluster, C3H6N2OS overall, with properties calculated with ωB97M-V/def2-TZVPD.

Last column: natural (NBO) charge in e.
Geometry (Å):
H -0.75500 1.09882 0.98293  0.3730
N -0.23592 0.57237 0.28551  -0.7087
C 0.97442 0.44102 0.47142  0.5908
C 1.81120 -0.57496 -0.38170  -0.7093
O 1.72909 1.28052 1.25513  -0.7017
H 2.70792 -1.04369 0.03267  0.2196
H 2.08658 -0.14229 -1.35577  0.2382
H 1.07341 -1.25567 -0.67996  0.2306
H 2.38459 0.76255 1.74813  0.4814
N -3.08386 -1.02881 -0.77796  -0.6725
C -2.87564 0.13696 -0.47656  0.2319
S -3.30938 1.60314 -0.23135  0.0102
H -2.50739 -1.84998 -0.87248  0.4167

SMILES string   [H]/N=C(/C)O.N=C=S
LUMO   0.57 eV
HOMO-LUMO gap   9.80 eV
HOMO energy   -9.2 eV
Charge   0
2S+1   1

***

List of relative energies, unit kJ/mol: w 290.5; x 0.0

***

## w
Below is a 2-piece molecular cluster, C3H6N2OS overall, with properties calculated with ωB97M-V/def2-TZVPD.

Last column: natural (NBO) charge in e.
Geometry (Å):
C 0.78972 -1.82427 0.49763  -0.7153
C 0.64599 -0.35334 0.18789  0.6844
N 1.18695 0.02613 -0.98955  -0.8163
O 0.08237 0.43478 0.91918  -0.6462
H 1.76337 -2.20073 0.19421  0.2182
H 0.64739 -1.98735 1.56396  0.2408
H 0.01668 -2.36894 -0.04264  0.2368
H 1.04934 0.97295 -1.30223  0.4098
H 1.62466 -0.62752 -1.60901  0.3925
N -2.16764 2.23291 0.88936  -0.6550
C -1.96445 1.94728 -0.25240  0.2505
S -1.96549 1.76307 -1.79560  -0.0372
H -1.70889 1.98503 1.73919  0.4370

SMILES string   CC(N)=O.N=C=S
LUMO   0.71 eV
HOMO-LUMO gap   9.98 eV
HOMO energy   -9.3 eV
Charge   0
2S+1   1

***

## x
Below is C3H6N2OS in the gas phase, with properties calculated with ωB97M-V/def2-TZVPD.

Last column: natural (NBO) charge in e.
Geometry (Å):
C 1.81836 -0.78668 -0.33314  -0.4366
N 1.21639 0.48740 -0.11266  -0.4209
C -0.01338 0.66663 0.08910  0.3202
N -0.59940 1.91274 0.13202  -0.8090
C -1.04456 -0.45486 0.22323  0.3351
O -0.72004 -1.57217 0.56943  -0.5310
S -2.69415 -0.12624 -0.30889  0.0154
H 1.20475 -1.48103 -0.90713  0.1952
H 2.74379 -0.61578 -0.90910  0.1941
H 2.16979 -1.30357 0.54966  0.2128
H -1.16557 2.04687 1.00542  0.3814
H 0.14308 2.63692 0.15010  0.3947
H -3.05905 -1.41023 -0.14804  0.1487

SMILES string   C/N=C(/N)C(=O)S
LUMO   0.19 eV
HOMO-LUMO gap   9.60 eV
HOMO energy   -9.4 eV
Charge   0
2S+1   1

***

## y
Below is C3H6N2OS in the gas phase, with properties calculated with ωB97M-V/def2-TZVPD.

Last column: natural (NBO) charge in e.
Geometry (Å):
H -1.74973 -1.18961 -1.91710  0.3275
N -2.07839 -0.25214 -1.73990  -0.6834
C -1.33228 0.33749 -0.89313  0.4499
C -1.63687 1.75102 -0.47933  -0.6893
N -0.21423 -0.25054 -0.28299  -0.7976
S 0.79745 0.50607 0.85035  0.4540
C 1.88128 -0.85636 1.07986  0.2038
O 1.75699 -1.90881 0.50399  -0.5533
H -0.80453 2.39367 -0.69674  0.2255
H -1.85356 1.82384 0.59320  0.2273
H -2.56191 2.09373 -1.02118  0.2538
H 0.05570 -1.18598 -0.48273  0.4255
H 2.67453 -0.63657 1.80304  0.1563

SMILES string   [H]/N=C(/C)NSC=O
LUMO   0.50 eV
HOMO-LUMO gap   9.26 eV
HOMO energy   -8.8 eV
Charge   0
2S+1   1

***

## z
Below is C3H6N2OS in the gas phase, with properties calculated with ωB97M-V/def2-TZVPD.

Last column: natural (NBO) charge in e.
Geometry (Å):
C -2.18743 -0.86263 0.75060  -0.4337
N -1.60072 -0.63737 -0.59578  -0.4551
N -0.27172 -0.77282 -0.64719  -0.3862
C 0.66003 0.06495 -0.07204  -0.0450
S 2.19358 -0.50805 0.14629  -0.0632
C 0.22781 1.46495 0.24521  0.3671
O -0.76249 2.04580 -0.20013  -0.4974
H -1.89303 -0.15327 1.52843  0.1771
H -3.27217 -0.90066 0.62332  0.2126
H -1.96219 -1.82255 1.14109  0.1981
H -1.91690 0.29329 -0.94750  0.3831
H -0.01068 -1.70729 -0.84773  0.3932
H 0.96223 1.92049 0.92107  0.1495

SMILES string   CNNC(=S)C=O
LUMO   -1.19 eV
HOMO-LUMO gap   7.73 eV
HOMO energy   -8.9 eV
Charge   0
2S+1   1

***

List of relative energies, unit kJ/mol: w 0.0; x 86.8; y 108.6; z 220.7

***

## w
Below is C3H6N2OS as an isolated structure, with properties calculated with ωB97M-V/def2-TZVPD.

Last column: natural (NBO) charge in e.
Geometry (Å):
C 1.17451 0.07891 -0.08160  0.3044
C -0.29538 -0.42093 -0.10448  0.5070
C -1.35552 0.57523 -0.11982  -0.6136
H 3.08727 -0.37811 0.75308  0.3908
H 1.93506 -1.73418 0.55043  0.3942
H 0.74934 2.09613 -0.05296  0.3456
H -1.33377 1.16232 -0.99431  0.2577
H -1.22247 1.17691 0.83808  0.2581
H -2.93080 -1.41949 -0.36674  0.1763
N 2.19824 -0.82402 -0.09432  -0.7837
N 1.52317 1.34499 -0.14911  -0.6601
O -0.40874 -1.62079 -0.19741  -0.5030
S -3.12091 -0.03694 0.01917  -0.0740

LUMO   -0.18 eV
HOMO-LUMO gap   9.33 eV
HOMO energy   -9.5 eV
Charge   0
2S+1   1

***

## x
Below is a 2-piece molecular cluster, C3H6N2OS overall, with properties calculated with ωB97M-V/def2-TZVPD.

Last column: natural (NBO) charge in e.
Geometry (Å):
C 2.19904 -0.49345 -1.23337  0.3572
C -0.99166 1.48059 0.37505  -0.8162
C 0.06629 -1.11061 0.86002  -0.3806
N 3.32939 -0.25412 -1.05493  -0.3689
N 0.91835 -0.39728 -1.19163  -0.6732
O -2.53508 -0.73725 0.05528  -0.9457
S -1.52972 -0.19828 0.94806  1.2700
H -0.33376 1.97134 1.08492  0.2367
H -1.82362 2.13791 0.20515  0.2462
H -0.47488 1.49537 -0.54627  0.2592
H 0.76902 -0.71998 1.60926  0.2289
H 0.02093 -2.06525 0.52154  0.2073
H 0.38568 -1.10898 -1.63308  0.3791

LUMO (spin up / spin down)   -2.05 / -1.58 eV
HOMO-LUMO gap (spin up / spin down)   6.89 / 7.94 eV
HOMO energy (spin up / spin down)   -8.9 / -9.5 eV
Charge   0
2S+1   1

***

List of relative energies, unit kJ/mol: w 0.0; x 245.6

***

## w
Below is a 3-piece molecular cluster, C3H10NO4 overall, with properties calculated with ωB97M-V/def2-TZVPD.

Last column: natural (NBO) charge in e.
Geometry (Å):
C 1.41779 -1.79139 0.77368  -0.1992
C 0.11708 -1.53055 1.55376  -0.5406
C -0.30245 0.03996 1.54807  0.7955
O -0.49259 0.54618 0.41926  -0.8452
O -0.32970 0.53940 2.67979  -0.7480
N 1.51523 -1.20789 -0.59107  -0.8902
H 2.24228 -1.38777 1.38722  0.1427
H 1.64528 -2.85625 0.67410  0.1551
H -0.59155 -2.11226 0.95033  0.1860
H 0.17759 -1.87867 2.57891  0.2076
H 2.48511 -1.12239 -0.83014  0.3434
H 0.93282 -0.38049 -0.60240  0.3992
H -1.78860 0.17425 -1.09653  0.5042
H -0.82441 1.05010 -1.80757  0.4726
O -1.76770 0.79877 -1.82663  -0.9748
H -1.67928 2.92631 -1.82606  0.5034
H -0.98704 4.33796 -1.84100  0.4594
O -1.76988 3.85472 -2.14371  -0.9712

LUMO   3.80 eV
HOMO-LUMO gap   8.39 eV
HOMO energy   -4.6 eV
Charge   -1
2S+1   1

***

## x
Below is a 3-piece molecular cluster, C3H10NO4 overall, with properties calculated with ωB97M-V/def2-TZVPD.

Last column: natural (NBO) charge in e.
Geometry (Å):
O -0.42086 0.52364 0.75260  -0.8001
C -0.17298 -0.53615 0.09576  0.7591
O 0.85962 -1.24501 0.16129  -0.7571
C -1.09271 -1.08846 -1.02534  -0.1406
C -0.53172 -0.91949 -2.37949  -0.5933
N -2.42334 -0.44964 -0.72591  -0.8780
H -1.19799 -2.24911 -0.91055  0.1782
H 0.49524 -0.95979 -2.47566  0.2313
H -1.09513 -1.73420 -3.01339  0.1889
H -0.87035 0.11861 -2.68675  0.1872
H -2.50336 -0.36005 0.27882  0.3827
H -2.56856 0.44129 -1.31475  0.3536
H 1.49147 0.85507 1.91771  0.4451
H 1.60390 -0.49904 1.21490  0.4873
O 2.10444 0.31332 1.58537  -1.0306
H 0.46431 2.09682 1.32160  0.5016
H 1.99694 2.28333 1.00539  0.4847
O 1.19822 2.71044 1.20054  -0.9999

LUMO   4.04 eV
HOMO-LUMO gap   8.73 eV
HOMO energy   -4.7 eV
Charge   -1
2S+1   1

***

List of relative energies, unit kJ/mol: w 0.0; x 80.7